{"formula": "C20H32Br4GeNO8Tc", "method": "ωB97M-V/def2-TZVPD", "species": ["Tc", "C", "C", "C", "C", "O", "Ge", "O", "C", "C", "C", "C", "O", "C", "C", "C", "C", "H", "H", "H", "H", "H", "H", "H", "H", "H", "H", "H", "H", "H", "H", "H", "H", "H", "H", "H", "H", "H", "H", "H", "H", "H", "H", "H", "Br", "C", "C", "Br", "C", "Br", "C", "O", "C", "O", "C", "Br", "O", "N", "C", "C", "O", "O", "H", "H", "H", "H", "H"], "coordinates": [[0.7193, 0.2193, 0.2241], [-1.8265, -1.3498, -1.9596], [-2.1312, 0.4315, -1.7299], [-3.4310, 0.6324, -0.9876], [-2.2707, 0.9982, -3.1256], [-0.9027, 1.1826, -1.0669], [-0.8883, 1.4490, 1.1068], [-0.6881, -0.5483, 1.7878], [-0.4541, -0.7839, 3.1875], [-1.1691, -2.1093, 3.4682], [1.0162, -0.9713, 3.5438], [-1.0456, 0.3013, 4.0839], [0.9976, 2.0667, 1.3949], [1.3288, 3.3993, 0.9243], [1.9778, 3.4299, -0.4489], [2.3540, 3.9032, 1.9389], [0.1248, 4.3404, 0.9163], [-2.6366, -1.7965, -2.5227], [-0.6983, -1.5473, -2.6675], [-1.6961, -2.0879, -0.5865], [-4.2435, 0.1634, -1.5521], [-3.4277, 0.1928, 0.0149], [-3.6528, 1.6951, -0.8836], [-3.0863, 0.5000, -3.6552], [-2.4801, 2.0704, -3.0894], [-1.3504, 0.8545, -3.6884], [-0.7500, -2.8978, 2.8400], [-1.0615, -2.4044, 4.5133], [-2.2367, -2.0182, 3.2429], [1.4662, -1.7590, 2.9406], [1.5892, -0.0591, 3.3918], [1.0959, -1.2484, 4.5982], [-2.1079, 0.4486, 3.8751], [-0.9360, 0.0129, 5.1307], [-0.5258, 1.2544, 3.9563], [2.8620, 2.8004, -0.4759], [1.2953, 3.0949, -1.2315], [2.2735, 4.4566, -0.6735], [3.2226, 3.2446, 1.9504], [2.6815, 4.9122, 1.6846], [1.9248, 3.9178, 2.9427], [-0.6125, 4.0469, 0.1640], [-0.3612, 4.3684, 1.8939], [0.4562, 5.3489, 0.6657], [5.6691, -0.9226, -4.5955], [4.3578, -1.1620, -3.2725], [4.0350, -2.4719, -2.8251], [4.9250, -3.9591, -3.5574], [3.0743, -2.6550, -1.8516], [2.6451, -4.3690, -1.2104], [2.4083, -1.5412, -1.3052], [1.4875, -1.5881, -0.3933], [2.7363, -0.2232, -1.7493], [2.0998, 0.7307, -1.1905], [3.7221, -0.0605, -2.7379], [4.1112, 1.6989, -3.2753], [2.1795, 0.0272, 1.1828], [-3.5979, -2.8587, -0.5040], [-2.4355, -3.4294, -1.3196], [-0.7452, -2.1370, -1.2089], [0.2610, -2.5784, -1.7064], [-1.1307, -0.7288, -0.4076], [-4.4753, -2.7849, -1.0139], [-3.3333, -1.8812, -0.2618], [-3.6873, -3.3230, 0.3970], [-2.7789, -3.5221, -2.3362], [-2.2425, -4.4161, -0.8939]], "nbo_charge": [1.062, -0.586, 0.392, -0.681, -0.653, -0.861, 1.327, -0.856, 0.259, -0.611, -0.634, -0.640, -0.823, 0.278, -0.643, -0.616, -0.648, 0.193, 0.364, 0.408, 0.201, 0.203, 0.241, 0.200, 0.216, 0.232, 0.211, 0.206, 0.186, 0.223, 0.235, 0.199, 0.206, 0.215, 0.217, 0.236, 0.226, 0.207, 0.223, 0.204, 0.207, 0.216, 0.213, 0.220, 0.127, -0.106, -0.163, 0.117, -0.152, 0.121, 0.343, -0.531, 0.315, -0.572, -0.191, 0.107, -0.400, -0.715, -0.383, 0.442, -0.604, -0.631, 0.429, 0.435, 0.442, 0.199, 0.200], "charge": 0, "homo_ev": [-7.51, -7.86], "multiplicity": 3, "orbital_gap_ha": [0.2414, 0.2295]}



{"formula": "C20H32Br6N3O4P", "method": "ωB97M-V/def2-TZVPD", "species": ["C", "C", "O", "P", "O", "O", "C", "C", "O", "C", "C", "H", "H", "H", "H", "H", "H", "H", "H", "H", "H", "H", "H", "H", "H", "H", "N", "C", "C", "C", "C", "H", "H", "H", "H", "H", "N", "C", "C", "C", "C", "H", "H", "H", "H", "H", "N", "C", "C", "C", "C", "H", "H", "H", "H", "H", "C", "Br", "Br", "Br", "H", "C", "Br", "Br", "Br", "H"], "coordinates": [[-0.5928, -6.4422, 3.4967], [-0.8323, -5.2519, 2.6471], [0.0238, -5.3469, 1.4602], [-0.3096, -4.3118, 0.2642], [-1.4787, -3.4010, 0.4625], [1.1467, -3.7468, 0.0256], [1.1920, -2.7514, -1.0643], [2.5778, -2.5757, -1.5366], [-0.5343, -5.2767, -1.0059], [-1.7628, -5.3204, -1.7986], [-2.9120, -6.0800, -1.2034], [-1.0590, -7.3900, 3.1727], [0.4507, -6.5681, 3.6780], [-0.9851, -6.2207, 4.4699], [-1.8376, -5.1681, 2.3365], [-0.6066, -4.3755, 3.1696], [0.6660, -3.1150, -1.9400], [0.6163, -1.9121, -0.6826], [3.1866, -2.2475, -0.6893], [2.9975, -3.5769, -1.8016], [2.6915, -1.9457, -2.4695], [-2.1731, -4.3619, -1.7920], [-1.5307, -5.7171, -2.7643], [-2.5956, -7.1089, -1.0924], [-3.1921, -5.7902, -0.1682], [-3.7911, -5.9815, -1.7976], [-2.1678, -0.2766, 0.1994], [-1.9748, 1.1379, 0.2166], [-2.8409, 1.6661, -0.6945], [-3.6476, 0.6245, -1.2141], [-3.1959, -0.5447, -0.6474], [-1.7352, -1.0076, 0.7472], [-1.0931, 1.4204, 0.7103], [-2.9649, 2.6792, -1.0641], [-4.4799, 0.7307, -1.9127], [-3.5578, -1.5666, -0.8567], [3.2927, 2.0540, 1.8603], [2.2782, 1.9421, 1.0003], [2.2855, 0.7339, 0.4133], [3.3444, -0.0180, 1.0240], [3.9312, 0.8370, 1.9323], [3.5275, 2.8248, 2.4861], [1.6412, 2.7941, 0.8124], [1.5044, 0.4905, -0.2905], [3.6185, -1.0358, 0.7864], [4.8248, 0.6853, 2.5440], [-0.8670, 5.7383, -0.7559], [-0.8131, 7.0657, -0.7486], [-1.6296, 7.5106, 0.2768], [-2.1525, 6.3688, 0.9123], [-1.6480, 5.2262, 0.2855], [-0.5304, 5.1998, -1.5752], [-0.4293, 7.5797, -1.5859], [-1.8004, 8.5347, 0.4818], [-2.7141, 6.3484, 1.8725], [-1.6999, 4.1700, 0.4568], [2.6823, 6.3886, 1.0813], [3.3417, 5.6225, 2.7792], [3.4770, 5.4056, -0.3962], [3.3035, 8.1973, 1.0297], [1.6352, 6.3172, 1.1583], [1.6636, 1.9191, -3.2159], [-0.0516, 1.4933, -2.4626], [1.8934, 3.8431, -3.3447], [1.8742, 1.2388, -4.9849], [2.5191, 1.6452, -2.6933]], "nbo_charge": [-0.626, -0.055, -0.806, 2.567, -1.134, -0.799, -0.085, -0.634, -0.832, -0.054, -0.632, 0.214, 0.220, 0.215, 0.188, 0.180, 0.185, 0.200, 0.213, 0.225, 0.232, 0.190, 0.191, 0.206, 0.216, 0.221, -0.521, -0.106, -0.307, -0.333, -0.045, 0.441, 0.213, 0.226, 0.224, 0.218, -0.511, -0.064, -0.339, -0.297, -0.081, 0.424, 0.208, 0.219, 0.214, 0.212, -0.506, -0.080, -0.310, -0.294, -0.107, 0.420, 0.210, 0.219, 0.225, 0.222, -0.449, 0.027, 0.096, 0.106, 0.224, -0.479, 0.131, 0.043, 0.084, 0.218], "charge": 0, "homo_ev": -8.21, "multiplicity": 1, "orbital_gap_ha": 0.2981}



{"formula": "C20H32F12O17S4V", "method": "ωB97M-V/def2-TZVPD", "species": ["O", "V", "C", "F", "F", "F", "S", "O", "O", "O", "C", "F", "F", "F", "S", "O", "O", "O", "C", "F", "F", "F", "S", "O", "O", "O", "C", "F", "F", "F", "S", "O", "O", "O", "C", "C", "C", "O", "C", "H", "H", "H", "H", "H", "H", "H", "H", "C", "C", "C", "O", "C", "H", "H", "H", "H", "H", "H", "H", "H", "C", "C", "C", "O", "C", "H", "H", "H", "H", "H", "H", "H", "H", "C", "C", "C", "O", "C", "H", "H", "H", "H", "H", "H", "H", "H"], "coordinates": [[-26.7102, -17.1628, 28.2953], [-25.1862, -16.7302, 28.4994], [-27.0991, -12.9886, 26.0823], [-28.1693, -12.9828, 26.8944], [-27.3145, -13.9894, 25.2036], [-26.9759, -11.8377, 25.4303], [-25.5222, -13.3681, 27.1167], [-25.4078, -12.3373, 28.1433], [-25.6791, -14.6936, 27.7438], [-24.3352, -13.2887, 26.2475], [-20.8716, -14.8455, 27.9679], [-19.9369, -13.9909, 28.2972], [-21.2562, -14.5906, 26.7376], [-20.2447, -16.0443, 27.9622], [-22.2610, -14.8271, 29.2993], [-23.3403, -15.7400, 28.8581], [-21.6467, -15.2659, 30.5686], [-22.6462, -13.4108, 29.4067], [-25.8781, -15.2901, 33.0014], [-24.5838, -15.7811, 33.0877], [-26.7133, -16.3354, 33.1359], [-26.1282, -14.3637, 33.9790], [-26.1555, -14.4608, 31.2589], [-25.0868, -13.4096, 31.1158], [-25.9224, -15.5962, 30.3386], [-27.5068, -13.9157, 31.2211], [-21.4958, -19.3838, 27.1835], [-20.9056, -20.5066, 26.8618], [-20.9099, -18.9903, 28.3320], [-21.4331, -18.4773, 26.1932], [-23.3838, -19.6375, 27.5615], [-23.8982, -20.2588, 26.3211], [-23.4932, -20.5567, 28.7067], [-23.9071, -18.3195, 27.8081], [-28.1463, -22.0923, 28.0261], [-28.8886, -21.1677, 28.9664], [-28.8003, -19.8317, 28.2153], [-27.5225, -19.8821, 27.7085], [-27.1731, -21.2196, 27.2461], [-28.9205, -22.4911, 27.3706], [-27.7598, -22.8587, 28.6978], [-28.3921, -20.9668, 29.9157], [-29.8921, -21.4545, 29.2808], [-28.9546, -18.9947, 28.8962], [-29.4292, -19.6543, 27.3429], [-26.1486, -21.4697, 27.5217], [-27.3763, -21.3139, 26.1794], [-24.9303, -16.0497, 24.0063], [-26.2772, -16.6769, 23.9864], [-26.4087, -17.4491, 25.3096], [-25.2609, -17.0506, 26.0540], [-24.2045, -16.7326, 25.1425], [-24.9777, -14.9908, 24.2606], [-24.4209, -16.2489, 23.0636], [-26.4122, -17.3761, 23.1612], [-27.1077, -15.9843, 23.8497], [-26.3363, -18.5195, 25.1165], [-27.3595, -17.3269, 25.8284], [-23.7315, -17.6717, 24.8556], [-23.4877, -16.0609, 25.6149], [-31.1610, -14.9615, 27.5253], [-31.0558, -15.0903, 29.0595], [-29.6327, -15.6560, 29.3270], [-28.9480, -15.7082, 28.0526], [-29.9544, -15.8044, 27.0593], [-31.0845, -13.9236, 27.2012], [-32.0137, -15.5331, 27.1589], [-31.8617, -15.6792, 29.4975], [-31.1042, -14.1035, 29.5200], [-29.7091, -16.6371, 29.7956], [-29.0661, -14.9991, 29.9871], [-30.1728, -16.8665, 26.9480], [-29.6080, -15.5136, 26.0676], [-25.3916, -19.7589, 31.9285], [-24.2227, -18.8569, 32.2911], [-23.8122, -18.2081, 31.0495], [-24.9915, -18.0979, 30.3170], [-25.8722, -19.2269, 30.5858], [-26.1159, -19.7316, 32.7426], [-25.1299, -20.8170, 31.9397], [-23.4723, -19.4236, 32.8422], [-24.5675, -18.1398, 33.0360], [-23.0426, -18.7475, 30.4975], [-23.4462, -17.2068, 31.2766], [-25.8283, -20.0379, 29.8589], [-26.9102, -18.9282, 30.7323]], "lowdin_spin": [-0.272, 1.201, -0.009, -0.002, -0.002, -0.002, -0.053, 0.479, 0.223, 0.352, 0.000, 0.000, 0.000, 0.000, 0.000, 0.004, 0.001, 0.001, -0.001, 0.000, 0.000, 0.000, 0.001, 0.012, 0.011, 0.000, 0.001, 0.000, 0.000, 0.000, 0.003, 0.001, 0.000, 0.014, 0.000, 0.000, 0.000, -0.001, 0.000, 0.000, 0.000, 0.000, 0.000, 0.000, 0.000, 0.000, 0.000, 0.001, 0.001, 0.001, 0.029, 0.002, 0.000, 0.000, 0.000, 0.000, 0.001, 0.000, 0.000, 0.000, 0.000, 0.000, 0.000, -0.002, 0.000, 0.000, 0.000, 0.000, 0.000, 0.000, 0.000, 0.000, 0.000, 0.000, 0.000, 0.000, 0.002, 0.000, 0.000, 0.000, 0.000, 0.000, 0.000, 0.000, 0.000, 0.000], "charge": -1, "homo_ev": [-7.06, -7.06], "multiplicity": 3, "orbital_gap_ha": [0.3250, 0.1441]}



Number 1: E -377993.7449 eV, largest force on an atom 9.2 eV/A, molecular weight 904.7 Da. Number 2: E -463463.4623 eV, largest force on an atom 3.1 eV/A, molecular weight 888.9 Da. Number 3: E -157703.3833 eV, largest force on an atom 4.7 eV/A, molecular weight 951.6 Da.